[1]
{
  "formula": "C45H35Br2F2N3O16P",
  "method": "ωB97M-V/def2-TZVPD",
  "molar_mass_g_mol": 1102.56,
  "charge": 1,
  "e_tot_ev": -239254.1733,
  "gap_ev": 6.65,
  "symbols": ["C", "C", "Br", "C", "Br", "C", "C", "N", "C", "F", "C", "O", "N", "C", "O", "F", "C", "N", "P", "O", "O", "H", "H", "H", "H", "H", "H", "H", "H", "H", "H", "H", "C", "C", "C", "O", "C", "C", "C", "O", "H", "H", "H", "H", "C", "C", "C", "O", "C", "C", "C", "O", "H", "H", "H", "H", "C", "C", "C", "O", "C", "C", "C", "O", "H", "H", "H", "H", "C", "C", "C", "O", "C", "C", "C", "O", "H", "H", "H", "H", "C", "C", "C", "O", "C", "C", "C", "O", "H", "H", "H", "H", "C", "C", "C", "O", "C", "C", "C", "O", "H", "H", "H", "H"],
  "positions_angstrom": [[-1.0710, -4.2518, 3.3488], [-1.4048, -3.2388, 2.1475], [-0.2903, -3.4799, 0.4980], [-2.4404, -2.2387, 2.1966], [-3.4699, -2.2013, 3.9236], [-2.7953, -1.2504, 0.9930], [-4.2206, -0.4828, 1.0184], [-5.4470, -1.2181, 1.4163], [-3.9163, 0.9742, 1.6105], [-4.8189, 1.9924, 1.1619], [-3.5932, 1.1654, 3.1670], [-2.3782, 1.0012, 3.5285], [-4.5508, 1.5574, 4.2155], [-3.8198, 1.3819, 5.5141], [-3.9335, 0.3047, 6.1614], [-2.9488, 2.3672, 6.0508], [-2.4151, 1.1162, 0.9666], [-1.8944, -0.0976, 0.6775], [-0.2662, -0.0044, -0.0621], [-0.0382, 1.5267, -0.8282], [0.8576, -0.0861, 1.2280], [-1.1452, -3.7866, 4.3888], [-1.6466, -5.2540, 3.2568], [0.0446, -4.5431, 3.2080], [-2.9061, -1.9575, 0.0941], [-4.3807, -0.2608, -0.1126], [-5.7567, -1.0005, 2.3719], [-5.3221, -2.2287, 1.2608], [-5.2577, 0.7866, 4.2421], [-1.9399, 2.1426, 0.7929], [0.8462, 1.8698, -0.5143], [0.4158, 0.3869, 1.9853], [-1.8809, 5.8339, -3.2563], [-2.0892, 5.7098, -4.5685], [-1.7551, 4.4590, -5.2823], [-1.9426, 4.3448, -6.4794], [-1.1833, 3.3515, -4.4864], [-0.9754, 3.4766, -3.1748], [-1.3096, 4.7272, -2.4611], [-1.1216, 4.8397, -1.2611], [-2.1192, 6.7425, -2.7174], [-2.5088, 6.5123, -5.1665], [-0.9451, 2.4424, -5.0251], [-0.5570, 2.6771, -2.5761], [4.6826, 2.6563, 0.0387], [5.9798, 2.5726, -0.2600], [6.4523, 2.6692, -1.6577], [7.6335, 2.5911, -1.9313], [5.4318, 2.8637, -2.7098], [4.1347, 2.9473, -2.4100], [3.6636, 2.8506, -1.0133], [2.4761, 2.9292, -0.7385], [4.3188, 2.5871, 1.0564], [6.7396, 2.4311, 0.4987], [5.7949, 2.9331, -3.7276], [3.3744, 3.0889, -3.1683], [5.3407, -4.6928, 0.2427], [4.3557, -4.9800, 1.0958], [3.3234, -3.9803, 1.4392], [2.4242, -4.2399, 2.2195], [3.4226, -2.6505, 0.8004], [4.4068, -2.3630, -0.0523], [5.4401, -3.3633, -0.3961], [6.3369, -3.1020, -1.1755], [6.1060, -5.4130, -0.0194], [4.2680, -5.9489, 1.5718], [2.6571, -1.9303, 1.0632], [4.4945, -1.3938, -0.5282], [-5.4642, -2.6758, 8.6141], [-5.6765, -2.8303, 7.3065], [-5.3652, -4.1039, 6.6243], [-5.5570, -4.2452, 5.4285], [-4.8113, -5.1999, 7.4468], [-4.5988, -5.0459, 8.7546], [-4.9101, -3.7720, 9.4372], [-4.7187, -3.6311, 10.6294], [-5.6857, -1.7497, 9.1297], [-6.0823, -2.0378, 6.6898], [-4.5898, -6.1259, 6.9310], [-4.1931, -5.8383, 9.3713], [-5.6546, 10.4331, -7.0026], [-5.4311, 9.4774, -6.0995], [-4.2910, 8.5471, -6.2343], [-4.0873, 7.6717, -5.4098], [-3.4073, 8.7169, -7.4069], [-3.6305, 9.6724, -8.3102], [-4.7709, 10.6034, -8.1757], [-4.9741, 11.4760, -8.9976], [-6.4853, 11.1228, -6.9200], [-6.0680, 9.3396, -5.2345], [-2.5766, 8.0269, -7.4895], [-2.9934, 9.8099, -9.1751], [7.5200, -8.1616, -2.8135], [7.2034, -7.5142, -1.6915], [8.2480, -7.0389, -0.7595], [7.9600, -6.4484, 0.2678], [9.6558, -7.3074, -1.1199], [9.9727, -7.9549, -2.2421], [8.9286, -8.4302, -3.1741], [9.2163, -9.0189, -4.1984], [6.7681, -8.5172, -3.5068], [6.1770, -7.3090, -1.4134], [10.4076, -6.9518, -0.4265], [10.9990, -8.1603, -2.5204]],
  "atomic_forces_ev_per_a": [[1.45, -0.28, -1.04], [-2.34, 1.48, 0.92], [-1.48, 0.34, 1.65], [2.74, -1.68, -0.08], [0.90, 0.23, -1.83], [-1.67, -1.79, 0.15], [-0.70, 0.24, -1.11], [1.32, 0.81, 0.22], [0.69, 0.36, -0.50], [1.78, -2.08, 0.76], [3.42, -0.13, 2.25], [-4.36, 0.80, -2.21], [2.17, -1.46, -0.39], [0.95, -4.17, 3.63], [0.16, 5.46, -3.08], [-2.77, -1.95, -2.42], [-1.38, -1.98, 0.52], [-1.22, 5.29, 2.14], [3.92, -1.40, -2.90], [-0.28, -1.94, 2.95], [-3.34, 1.57, -0.45], [-0.29, -0.54, -1.66], [0.61, 1.94, 0.14], [-1.84, 0.54, 0.21], [0.81, 1.23, 1.05], [0.39, -0.02, 1.74], [0.40, -0.62, -0.63], [-0.24, 0.74, 0.41], [0.22, 1.06, 0.11], [-0.31, -1.71, 0.06], [-0.62, 0.30, -0.35], [1.06, -0.52, -0.31], [-0.04, 0.03, -0.21], [0.17, 0.19, 0.14], [-0.10, 0.04, -0.43], [0.09, 0.00, 0.35], [0.11, -0.19, 0.26], [0.05, -0.24, -0.27], [-0.03, 0.22, 0.29], [-0.08, -0.18, -0.16], [0.01, -0.01, 0.01], [0.07, -0.25, 0.15], [-0.01, 0.02, -0.03], [-0.03, 0.12, -0.08], [0.17, -0.03, 0.10], [-0.25, -0.03, 0.30], [0.65, -0.03, -0.17], [-0.46, 0.03, 0.11], [-0.35, 0.04, -0.15], [0.11, 0.03, -0.17], [0.03, 0.03, 0.00], [-0.08, -0.30, 0.02], [-0.02, 0.02, -0.01], [0.01, 0.00, -0.04], [0.03, -0.01, 0.03], [-0.01, 0.01, 0.03], [-0.21, -0.23, 0.09], [0.18, -0.02, -0.16], [-0.13, -0.21, 0.28], [0.15, 0.10, -0.12], [0.09, 0.26, -0.19], [-0.31, 0.15, 0.16], [0.43, 0.02, -0.29], [-0.32, -0.04, 0.21], [0.02, 0.11, 0.13], [-0.01, 0.03, 0.02], [0.00, -0.03, 0.04], [0.04, -0.01, -0.01], [-0.13, 0.21, -0.33], [0.02, 0.15, 0.25], [-0.10, -0.09, -0.30], [0.09, 0.12, 0.24], [0.10, -0.12, 0.25], [0.03, -0.23, -0.30], [0.09, 0.03, 0.60], [-0.06, -0.03, -0.42], [0.02, -0.03, 0.03], [0.00, -0.02, 0.00], [-0.03, 0.02, -0.03], [-0.02, 0.04, 0.03], [-0.12, -0.16, 0.32], [-0.17, 0.21, -0.07], [-0.01, -0.16, 0.15], [-0.27, 0.46, -0.24], [0.10, 0.12, -0.23], [0.23, -0.29, 0.10], [-0.11, 0.42, -0.40], [0.07, -0.30, 0.28], [0.03, 0.01, -0.04], [0.03, -0.03, -0.01], [-0.02, -0.02, 0.00], [-0.04, 0.03, 0.01], [-0.33, 0.14, 0.21], [-0.05, -0.13, -0.26], [0.02, 0.16, 0.30], [0.08, -0.22, -0.28], [0.22, -0.11, -0.16], [0.11, 0.17, 0.31], [0.21, -0.28, -0.47], [-0.13, 0.20, 0.34], [0.04, -0.01, -0.02], [0.01, -0.03, -0.01], [-0.05, 0.01, 0.02], [-0.04, -0.01, -0.03]],
  "lowdin_charge": [-0.145, -0.593, 0.721, -0.515, 0.818, -0.250, -0.245, 0.057, -0.186, 0.040, -0.264, 0.043, 0.176, -0.328, 0.072, 0.085, 0.120, -0.141, 0.956, -0.305, -0.278, 0.066, 0.112, 0.068, 0.159, 0.178, 0.064, 0.098, 0.149, 0.186, 0.037, 0.081, 0.029, 0.027, -0.377, 0.112, 0.025, 0.012, -0.387, 0.080, 0.125, 0.082, 0.122, 0.080, 0.022, 0.036, -0.377, 0.133, 0.037, 0.026, -0.363, 0.060, 0.122, 0.129, 0.130, 0.124, 0.033, 0.035, -0.396, 0.046, 0.006, 0.027, -0.374, 0.118, 0.079, 0.127, 0.087, 0.117, 0.032, 0.010, -0.403, 0.040, 0.022, 0.029, -0.382, 0.120, 0.127, 0.115, 0.123, 0.127, 0.029, 0.024, -0.364, 0.074, 0.027, 0.030, -0.382, 0.119, 0.126, 0.123, 0.123, 0.126, 0.029, 0.019, -0.373, 0.083, 0.027, 0.028, -0.383, 0.117, 0.125, 0.114, 0.125, 0.126]
}

[2]
{
  "formula": "C4H6N2",
  "method": "ωB97M-V/def2-TZVPD",
  "e_above_lowest_ev": 1.9657,
  "smiles": "C=C1CN=CN1",
  "molar_mass_g_mol": 82.11,
  "charge": 0,
  "e_tot_ev": -7223.6253,
  "gap_ev": 9.00,
  "symbols": ["C", "C", "C", "N", "C", "N", "H", "H", "H", "H", "H", "H"],
  "positions_angstrom": [[-1.8831, -0.0566, 0.0220], [-0.5407, -0.0579, 0.1067], [0.4120, 1.1570, 0.0951], [1.7918, 0.5957, -0.0366], [1.6303, -0.6452, 0.0439], [0.3160, -1.1316, 0.2050], [-2.3710, 0.9558, -0.1586], [-2.4860, -0.9565, -0.0279], [0.2801, 1.8311, 0.9614], [0.1894, 1.7794, -0.7620], [2.4791, -1.2946, 0.0089], [0.1821, -2.1765, -0.4579]],
  "atomic_forces_ev_per_a": [[0.40, 1.62, -0.53], [-1.00, 0.98, -0.23], [-0.20, 0.00, -0.13], [-1.06, 1.28, 0.58], [-0.31, -0.25, -0.04], [1.00, -5.38, -2.53], [0.52, -1.62, 0.44], [0.11, 0.13, 0.09], [0.32, -0.60, -0.12], [0.04, 0.16, -0.33], [0.14, -0.71, -0.04], [0.04, 4.38, 2.84]],
  "lowdin_charge": [0.019, -0.390, -0.146, 0.050, -0.261, 0.017, 0.077, 0.043, 0.120, 0.103, 0.108, 0.258]
}

[3]
{
  "formula": "C5H10NS",
  "method": "ωB97M-V/def2-TZVPD",
  "e_above_lowest_ev": 4.6788,
  "molar_mass_g_mol": 116.21,
  "charge": 1,
  "e_tot_ev": -17661.6436,
  "gap_ev": 7.99,
  "symbols": ["C", "C", "C", "C", "C", "N", "S", "H", "H", "H", "H", "H", "H", "H", "H", "H", "H"],
  "positions_angstrom": [[1.0286, 1.6244, 3.0139], [1.1993, 0.7438, 2.0289], [-1.5763, -1.3361, -1.1647], [-1.1782, -0.9193, -2.5538], [0.9523, 1.3506, 0.7507], [-0.2220, -1.1269, -1.5414], [1.0728, 0.7036, -0.7528], [1.2182, 1.3281, 4.0113], [0.7999, 2.6361, 2.8796], [1.4861, -0.2429, 2.1594], [-2.1842, -0.6113, -0.6166], [-2.1908, -2.2592, -1.0919], [-1.4012, -1.7977, -3.2342], [-1.4304, 0.1275, -2.7363], [0.7309, 2.3473, 0.7281], [0.2004, -2.0406, -1.6478], [1.4948, -0.5274, -0.2322]],
  "atomic_forces_ev_per_a": [[0.73, -1.40, 0.74], [-1.07, 2.72, -0.99], [-3.64, 0.32, -0.10], [-2.47, -1.11, -0.89], [1.32, -2.38, -1.09], [1.02, -1.56, 0.69], [0.92, -1.39, 1.99], [0.10, -0.22, 0.99], [-0.53, 1.26, -0.42], [0.44, -1.74, 0.16], [1.10, 0.40, 0.28], [1.64, -0.07, -0.05], [0.62, 1.84, 0.16], [0.35, -0.49, -0.76], [-0.99, 2.54, 0.16], [0.58, 0.00, -0.03], [-0.12, 1.29, -0.85]],
  "lowdin_charge": [0.129, -0.154, -0.190, -0.168, -0.443, -0.211, 1.109, 0.083, 0.077, 0.095, 0.104, 0.126, 0.144, 0.113, 0.046, 0.125, 0.015]
}